Here is a cluster of 5 separate species, C24H40BClNO14S in total in a non-equilibrium geometry from the Open Molecules 2025 dataset. Energies are from wB97M-V/def2-TZVPD.

Each line ends with the Mulliken charge.
Cartesian coordinates (Å):
C 1.232265 -2.725225 -1.837017  -0.653
C 0.069457 -2.059688 -1.375701  -0.222
C -1.257742 -1.426498 -0.601515  0.043
C -2.565511 -1.451211 -1.643377  -0.447
C -3.871609 -1.794078 -0.714547  -0.653
N -5.207723 -1.422582 -1.320354  0.520
S -5.367234 -1.838735 -3.008790  -0.110
C -6.280188 -2.006586 -0.415486  -0.964
C -6.726250 -3.541208 -0.779704  0.108
C -8.157983 -3.443655 -1.637966  -1.011
Cl -7.215038 -4.372944 0.846448  -0.163
B -5.395647 0.111971 -1.240031  0.342
O -4.702301 0.973530 -0.248333  -0.464
O -6.308132 0.677767 -2.292065  -0.495
H 2.310902 -3.219332 -1.932223  0.335
H -0.970989 -0.304206 -0.324950  0.167
H -1.516919 -2.030361 0.394725  0.264
H -2.373167 -2.277401 -2.450136  0.465
H -2.574467 -0.397407 -2.151651  0.255
H -3.777313 -1.382099 0.401866  0.381
H -3.886379 -2.981283 -0.589931  0.325
H -5.407510 -3.226125 -3.219392  0.240
H -7.224414 -1.284321 -0.479226  0.348
H -5.897000 -2.002678 0.697129  0.468
H -5.909188 -4.178477 -1.322892  0.355
H -9.094011 -3.398874 -0.930620  0.363
H -8.282932 -4.346923 -2.375369  0.313
H -8.150460 -2.464258 -2.296960  0.255
H -5.154369 0.789470 0.629049  0.351
H -7.149583 0.909333 -1.794602  0.311
C 3.125847 1.593152 3.295635  -1.598
C 1.951804 0.687088 2.985043  0.745
C 1.869176 0.286453 1.543063  -0.526
O 0.483267 0.050448 1.369730  -0.113
C -0.159963 0.839522 2.283111  0.503
O -1.361005 1.045241 2.292614  -0.591
O 0.723884 1.368955 3.181856  -0.393
H 3.098225 1.903653 4.345486  0.363
H 4.077494 1.089137 3.103485  0.437
H 3.085328 2.510921 2.698703  0.331
H 1.963334 -0.187654 3.646765  0.196
H 2.445080 -0.618163 1.327936  0.386
H 2.175387 1.077958 0.850151  0.206
C 4.832401 3.782876 -1.506839  -1.252
C 5.709181 3.460640 -0.313853  0.504
C 5.749590 2.000687 0.023115  -0.144
O 6.025397 2.014587 1.412440  -0.318
C 5.527002 3.194030 1.893235  0.594
O 5.408166 3.461621 3.076106  -0.558
O 5.177219 4.031297 0.870560  -0.347
H 4.790470 4.865661 -1.665518  0.395
H 5.211346 3.309048 -2.417043  0.183
H 3.801157 3.452855 -1.339825  0.298
H 6.716517 3.868196 -0.463371  0.220
H 6.534853 1.468610 -0.521433  0.322
H 4.794559 1.487765 -0.135625  0.119
C 6.039021 2.575115 -6.860680  -1.429
C 5.476245 1.366211 -6.141214  0.504
C 3.980413 1.368406 -6.045711  -0.500
O 3.747216 0.606670 -4.874445  -0.288
C 4.854080 0.761925 -4.086158  0.644
O 4.925868 0.412101 -2.921091  -0.552
O 5.867800 1.364298 -4.778075  -0.321
H 7.133781 2.551383 -6.843396  0.348
H 5.704944 2.608122 -7.901778  0.379
H 5.740218 3.504868 -6.364146  0.346
H 5.849710 0.443603 -6.602193  0.265
H 3.506520 0.899126 -6.912590  0.311
H 3.552043 2.366401 -5.901217  0.299
C -3.409281 -1.185305 5.595071  -1.328
C -2.143441 -1.380923 6.404504  0.485
C -1.073947 -0.377045 6.096197  -0.014
O 0.111276 -1.085399 6.412366  -0.314
C -0.172505 -2.411529 6.234893  0.667
O 0.661355 -3.300054 6.224251  -0.560
O -1.515308 -2.607193 6.068084  -0.360
H -4.127394 -1.982330 5.815132  0.384
H -3.876280 -0.221106 5.816011  0.377
H -3.203445 -1.240137 4.520411  0.220
H -2.378792 -1.403588 7.475615  0.252
H -1.159886 0.525180 6.708472  0.329
H -1.034495 -0.089297 5.039779  -0.132

Atoms 1-6, force components in eV/Å:
-7.68 4.65 4.22
7.56 -4.69 -1.89
0.87 -0.07 -1.10
0.91 0.12 0.84
2.61 -2.07 0.85
0.83 -0.74 1.65

The value obtained for the molar mass is 644.91 g mol⁻¹. The calculation puts the HOMO energy at -11.611 eV. The HOMO-LUMO gap is 7.781 eV. Its total charge is +1. Its spin multiplicity is 1.